1.
Here is a structure of composition C15H17CaNO4 from OMol25. Energies are from the ωB97M-V functional and the def2-TZVPD basis.

```
38
Properties=species:S:1:pos:R:3
Ca -0.11812 0.57728 -1.42607
O -3.23510 -0.79673 -2.35620
C -2.21365 -0.26764 -2.21737
C 1.99029 1.84749 -1.34873
O 3.01362 2.21977 -1.03899
C -1.21626 2.59850 -0.78900
O -1.76654 3.48273 -0.21647
C 0.92873 -0.92931 -3.15311
O 1.50513 -1.79822 -3.57719
C -0.88611 1.80813 -4.17251
H -0.97706 0.80177 -4.65192
H -1.84693 2.20718 -3.75855
C 0.31083 2.38634 -3.91878
H 0.41232 3.30174 -3.28405
H 1.28337 1.89558 -4.17438
C -0.26532 0.87361 2.81040
N -1.13417 -0.31233 2.63632
C -2.55289 -0.03399 3.00403
C -1.03239 -0.93894 1.22411
C 0.39650 -1.34618 0.94094
C 1.04362 -2.26922 1.77983
C 2.35865 -2.63166 1.47548
C 3.03443 -2.08617 0.37266
C 2.37890 -1.16694 -0.45748
C 1.11236 -0.84105 -0.14717
H -0.60792 1.63611 2.09160
H 0.79107 0.60008 2.61640
H -0.40085 1.24583 3.84408
H -0.78799 -1.03589 3.28271
H -2.92648 0.72710 2.29838
H -3.13928 -0.96962 2.90173
H -2.58044 0.34740 4.04456
H -1.72043 -1.79774 1.24310
H -1.48700 -0.17361 0.57128
H 0.50231 -2.69108 2.61974
H 2.86813 -3.36352 2.11865
H 4.05168 -2.36136 0.13868
H 2.91298 -0.74546 -1.32671
```

Results
Kohn-Sham gap = 6.3355 eV
E_LUMO = -0.2933 Eh
E_HOMO = -14.317 eV
charge = +2



2.
Here is a structure of composition C25H28F5IrO2S from OMol25. Energies are from the ωB97M-V functional and the def2-TZVPD basis.

```
62
Properties=species:S:1:pos:R:3
O 3.77293 -1.29298 -3.61803
C 5.10122 -1.59794 -3.06309
C 5.78796 -1.64329 -4.43059
H 5.05348 -2.56731 -2.54484
H 5.47152 -0.79969 -2.40286
C 4.34460 -1.35895 -4.96263
H 6.15755 -2.63254 -4.72303
H 6.46619 -0.79879 -4.62246
C 3.80617 -2.51136 -5.78569
H 3.96146 -3.47611 -5.28127
H 4.36254 -2.53272 -6.73558
H 2.73871 -2.35845 -6.00156
C 4.24027 -0.04870 -5.70779
H 4.66821 0.77233 -5.11426
H 3.18604 0.15006 -5.94530
H 4.80950 -0.13225 -6.64599
Ir -2.25093 1.29139 1.19843
C -2.35587 3.40768 1.56354
C -1.64726 2.92242 2.69747
C -0.45114 2.28969 2.24874
H -1.96609 3.00669 3.73189
C -0.40331 2.37632 0.82765
C -1.56706 3.10087 0.39033
H -1.81448 3.38422 -0.62535
H -3.31147 3.92573 1.55909
H 0.28767 1.79209 2.87204
H 0.38397 1.96872 0.19521
C -4.39128 0.44270 0.89127
C -3.85345 1.25843 -0.15852
C -2.70684 0.54843 -0.71159
H -4.26502 2.19731 -0.51119
C -2.52889 -0.63600 0.07278
C -3.60535 -0.72765 1.00640
H -3.78054 -1.54285 1.69508
H -5.27438 0.67310 1.48392
H -2.11360 0.84568 -1.56837
H -1.71949 -1.35141 -0.03582
O 0.47022 -1.01025 -0.17620
C 0.87025 -0.30635 -1.37400
C 2.38610 -0.18314 -1.35737
H 0.41320 0.70395 -1.39279
H 0.52250 -0.84769 -2.27491
C 2.80356 -1.16894 -0.25836
H 2.69418 0.83296 -1.11327
H 2.75055 -0.41143 -2.35529
C 1.63069 -1.07317 0.70177
H 3.79807 -1.00905 0.16611
H 2.76993 -2.18544 -0.66636
H 1.73538 -0.15313 1.30449
H 1.49046 -1.92534 1.37817
F -5.92059 0.02461 7.58710
C -5.03334 0.01202 6.57532
C -4.02122 -0.94392 6.53516
F -3.91979 -1.87597 7.50302
C -3.09940 -0.91157 5.49486
F -2.11528 -1.84232 5.44035
C -3.15388 0.05651 4.47916
S -1.94366 -0.03226 3.22795
C -4.18811 1.00642 4.54770
F -4.31385 1.97288 3.58628
C -5.12257 0.99426 5.57827
F -6.09690 1.93150 5.62481
```

Results
Kohn-Sham gap (alpha / beta) = 4.6137 / 3.2034 eV
E_LUMO (alpha / beta) = -0.1172 / -0.2936 Eh
ΔE to the lowest compared entry with this formula, charge and spin = 15.5 kcal/mol
multiplicity = 6
E_HOMO (alpha / beta) = -7.803 / -11.194 eV
expectation value of S² = 8.776
charge = +1



3.
Here is a cluster of 2 separate species, CH2BrNO in total from OMol25. Energies are from the ωB97M-V functional and the def2-TZVPD basis.

```
6
Properties=species:S:1:pos:R:3
C 1.59252 2.40280 -2.16971
N 0.24686 0.17015 -0.86236
O 2.28592 1.72567 -1.56653
Br -0.92047 1.62265 -0.94697
H -0.03097 -0.70903 -0.39747
H 0.62365 0.18754 -1.77141
```

Results
Kohn-Sham gap = 9.5862 eV
E_LUMO = 0.0106 Eh
ΔE to the lowest compared entry with this formula, charge and spin = 45.1 kcal/mol
E_HOMO = -9.296 eV



4.
Here is a cluster of 4 separate species, C17H33NO2S in total from OMol25. Energies are from the ωB97M-V functional and the def2-TZVPD basis.

```
54
Properties=species:S:1:pos:R:3
C 40.40200 11.75100 -0.87300
C 39.99000 13.04700 -0.05900
C 40.19000 13.01500 1.29000
C 39.97900 14.29500 1.97100
N 40.24500 14.39200 3.31900
C 39.98900 15.79300 3.82400
C 40.89500 16.15900 5.00500
C 41.98500 15.04200 4.95000
C 41.70000 14.28300 3.65200
C 39.39500 13.44700 4.11300
H 40.27700 12.12800 -1.91400
H 39.95200 10.90400 -0.52800
H 41.46000 11.43800 -0.78600
H 38.91500 13.15100 -0.08800
H 40.09200 13.83000 -0.65400
H 41.16200 12.78000 1.43300
H 39.63800 12.26500 1.77900
H 38.85400 14.44700 1.80700
H 40.31600 14.89700 1.47000
H 38.88400 16.05900 4.24000
H 40.11600 16.53200 2.87100
H 40.10200 15.97600 5.85200
H 41.22100 17.25800 5.03200
H 42.09900 14.47000 5.72300
H 43.06200 15.34700 4.96500
H 42.06200 13.32600 3.59800
H 42.13800 14.76600 2.87100
H 39.65900 13.39500 5.13300
H 39.49700 12.38200 3.96900
H 38.48400 13.60600 4.07800
O 38.24000 10.78200 5.46600
H 38.20800 9.70300 5.35500
C 40.67100 8.05600 4.83500
S 40.38300 9.24700 3.63400
O 41.69300 10.03300 3.38600
C 40.32700 8.13500 2.33400
H 40.54000 8.35900 5.82600
H 41.69300 7.43800 4.73700
H 39.82900 7.25100 4.88200
H 41.21000 7.30300 2.17600
H 40.17600 8.82200 1.63400
H 39.40800 7.64400 2.42300
C 35.12800 5.20900 7.39700
C 36.58500 5.67100 7.42700
C 37.06900 6.84000 6.94800
C 36.06600 7.73200 6.34300
C 34.69800 7.44800 6.13700
C 34.28000 6.15400 6.65100
H 34.81000 4.21200 7.76300
H 37.09700 4.93900 7.98200
H 38.19500 6.90100 7.21300
H 36.26600 8.77300 5.96300
H 34.14200 7.80200 5.48700
H 33.22300 5.89200 6.35900
```

Results
Kohn-Sham gap = 5.6879 eV
E_LUMO = -0.0001 Eh
ΔE to the lowest compared entry with this formula, charge and spin = 57.7 kcal/mol
E_HOMO = -5.690 eV



| no. | E (a.u.) |
| --- | --- |
| 1 | -1614.433477 |
| 2 | -2121.082275 |
| 3 | -2743.250816 |
| 4 | -1270.431079 |